[1]
The following is a quantum chemistry calculation of a structure of composition C22H21N3O4Y, from the OMol25 dataset.

Last column: Löwdin charge in e.
Positions of all 51 atoms, in Å:
Y -0.06 0.23 -1.01  1.622
C -2.63 1.05 4.81  -0.111
C -1.41 0.43 4.16  -0.232
C -1.59 -0.78 3.30  -0.128
C -2.06 -1.92 4.04  -0.017
C -2.15 -3.12 3.43  -0.079
C -1.97 -3.25 2.06  -0.038
C -1.51 -2.18 1.30  -0.143
C -1.15 -2.31 -0.23  -0.189
C -2.05 -1.75 -1.35  -0.101
C -1.47 -0.92 1.90  -0.200
N -1.21 0.15 1.05  -0.020
C -1.92 1.22 1.21  -0.058
C -1.74 2.36 0.37  -0.344
C -2.16 3.66 0.55  -0.009
C -1.68 4.39 -0.59  -0.066
C -0.99 3.50 -1.40  -0.114
N -1.00 2.23 -0.80  -0.142
H -2.55 2.11 5.13  0.080
H -2.95 0.42 5.73  0.102
H -3.55 0.97 4.19  0.077
H -0.73 0.24 4.99  0.120
H -0.91 1.21 3.57  0.102
H -2.32 -1.78 5.07  0.116
H -2.40 -4.01 4.04  0.126
H -2.20 -4.21 1.57  0.126
H -1.02 -3.38 -0.43  0.129
H -0.13 -1.84 -0.27  0.059
H -3.04 -2.23 -1.23  0.115
H -1.63 -2.22 -2.27  0.107
H -2.22 -0.69 -1.44  0.042
H -2.85 1.22 1.74  0.148
H -2.64 4.11 1.41  0.117
H -1.86 5.42 -0.77  0.093
H -0.57 3.60 -2.39  0.101
O 1.89 -0.20 -0.19  -0.177
C 2.99 -0.57 -0.84  -0.050
C 3.19 -0.49 -2.22  -0.112
C 4.55 -0.38 -2.62  0.075
C 4.92 -0.04 -3.87  -0.171
C 3.94 0.30 -4.78  0.066
C 2.55 0.12 -4.50  0.048
C 2.16 -0.17 -3.17  -0.300
O 0.87 -0.12 -2.89  -0.206
N 6.31 0.02 -4.26  -0.303
O 6.69 0.66 -5.28  0.079
O 7.12 -0.54 -3.52  0.085
H 3.77 -1.02 -0.25  0.144
H 5.41 -0.45 -1.96  0.146
H 4.14 0.76 -5.75  0.135
H 1.79 0.22 -5.33  0.147

Properties
maximum force	0.0821	hartree/bohr
charge	+1
E_tot	-36850.88436	eV
E_HOMO	-11.032	eV

***

[2]
The following is a quantum chemistry calculation of an isolated molecule of C22H21N3OS, from the OMol25 dataset.

Last column: Löwdin charge in e.
Positions of all 48 atoms, in Å:
C -6.95 1.20 -2.14  -0.046
C -7.16 -0.39 -1.78  -0.184
O -6.57 -0.73 -0.50  -0.096
C -5.30 -0.29 -0.22  -0.356
C -5.01 0.44 0.83  0.007
C -3.67 0.79 1.03  0.016
C -2.64 0.16 0.38  -0.229
N -1.37 0.44 0.78  0.156
C -0.41 -0.19 0.12  -0.266
C 0.85 -0.01 0.63  0.020
C 1.91 -0.64 0.03  -0.225
N 3.23 -0.57 0.64  -0.001
C 3.50 0.37 1.74  -0.211
C 4.92 0.79 1.73  -0.257
C 5.30 2.11 1.80  0.018
C 6.71 2.44 1.77  -0.109
C 7.71 1.53 1.85  -0.071
C 7.41 0.00 1.81  -0.200
C 5.93 -0.25 1.90  -0.670
S 5.52 -1.82 2.29  0.734
C 1.78 -1.46 -1.06  -0.043
C 0.52 -1.69 -1.58  0.018
C -0.65 -1.04 -0.98  -0.087
C -1.95 -1.21 -1.41  -0.197
N -2.29 -1.82 -2.62  0.138
C -2.97 -0.66 -0.69  -0.120
C -4.33 -0.92 -0.96  0.065
H -5.96 1.34 -2.54  0.054
H -7.15 1.77 -1.25  0.064
H -7.64 1.43 -2.95  0.059
H -6.69 -0.93 -2.65  0.107
H -8.25 -0.69 -1.68  0.123
H -5.82 0.92 1.45  0.148
H -3.34 1.45 1.77  0.095
H 0.91 0.66 1.41  0.086
H 4.01 -1.10 0.23  0.091
H 2.92 1.38 1.59  0.150
H 3.28 -0.14 2.71  0.120
H 4.71 2.97 1.68  0.100
H 7.14 3.46 1.61  0.117
H 8.73 1.88 1.75  0.097
H 7.63 -0.43 0.76  0.151
H 8.02 -0.54 2.59  0.121
H 2.60 -1.98 -1.50  0.105
H 0.29 -2.21 -2.55  0.107
H -1.54 -2.26 -3.21  0.108
H -3.22 -1.91 -2.93  0.063
H -4.65 -1.67 -1.69  0.126

Properties
maximum force	0.1113	hartree/bohr
energy above the lowest of the compared OMol25 structures with the same formula, charge and spin	44.1	kcal per mole
E_tot	-40504.64376	eV
E_HOMO	-6.980	eV

***

[3]
The following is a quantum chemistry calculation of an isolated molecule of C22H21N5O, from the OMol25 dataset.

Last column: Löwdin charge in e.
Positions of all 49 atoms, in Å:
C -3.62 3.23 -1.08  -0.136
O -3.72 2.89 0.24  -0.149
C -2.90 1.91 0.74  -0.303
C -3.42 1.36 2.09  -0.077
N -3.56 0.00 1.54  -0.069
C -2.83 -1.06 2.16  -0.314
C -3.32 -1.93 3.10  0.037
C -2.47 -2.87 3.77  0.025
C -1.12 -2.90 3.42  -0.176
C -0.11 -3.75 4.03  -0.063
N 1.20 -3.67 3.73  0.058
C 1.55 -2.88 2.69  -0.099
C 0.72 -1.94 2.08  -0.057
C 1.28 -1.23 0.87  -0.160
C 2.67 -0.93 0.78  0.003
C 3.16 -0.31 -0.40  -0.030
C 2.37 0.08 -1.43  -0.170
C 2.94 0.72 -2.65  -0.183
C 2.09 0.84 -3.77  -0.171
N 2.58 1.45 -4.73  0.104
N 3.87 1.67 -4.31  -0.198
C 4.80 2.38 -5.13  -0.042
C 4.10 1.08 -3.11  -0.045
C 1.01 -0.32 -1.35  -0.007
C 0.50 -0.98 -0.24  -0.038
C -0.71 -2.00 2.43  -0.116
N -1.59 -1.10 1.87  0.184
C -3.17 0.44 0.26  -0.138
H -3.70 2.38 -1.72  0.058
H -2.63 3.76 -1.41  0.126
H -4.51 3.84 -1.30  0.097
H -1.75 2.20 0.82  0.181
H -2.62 1.47 2.88  0.133
H -4.37 1.84 2.40  0.123
H -4.29 -1.92 3.39  0.070
H -2.81 -3.62 4.55  0.136
H -0.49 -4.46 4.83  0.127
H 2.66 -2.80 2.44  0.124
H 3.33 -1.11 1.55  0.074
H 4.19 -0.06 -0.48  0.096
H 0.94 0.69 -3.85  0.143
H 5.60 2.84 -4.54  0.086
H 4.28 3.17 -5.65  0.088
H 5.38 1.66 -5.73  0.091
H 5.07 1.13 -2.56  0.154
H 0.33 -0.20 -2.22  0.098
H -0.53 -1.28 -0.30  0.083
H -2.35 -0.19 -0.17  0.104
H -4.02 0.45 -0.52  0.136

Properties
maximum force	0.1219	hartree/bohr
energy above the lowest of the compared OMol25 structures with the same formula, charge and spin	116.9	kcal per mole
E_tot	-32648.56675	eV
E_HOMO	-7.956	eV

***

[4]
The following is a quantum chemistry calculation of a structure of composition C22H22AsN5O2RhS4, from the OMol25 dataset.

Last column: Löwdin charge in e.
Positions of all 57 atoms, in Å:
Rh -0.58 -0.41 0.18  0.668
S -2.38 -4.38 -2.00  -0.086
As -2.44 -2.92 -0.52  -0.383
S -2.69 -0.86 -1.11  0.049
S -0.66 -2.77 0.75  0.168
S -4.24 -3.48 0.73  0.237
C 1.83 -3.57 -4.17  -0.093
C 0.58 -3.14 -3.75  -0.082
C 0.46 -2.37 -2.61  -0.082
C 1.58 -2.03 -1.88  -0.251
C 2.84 -2.45 -2.29  -0.035
C 2.96 -3.22 -3.43  -0.098
N 1.39 -1.22 -0.71  -0.042
N 2.42 -0.88 -0.11  0.100
C 2.19 -0.07 1.01  -0.273
C 3.30 0.38 1.71  -0.043
C 3.14 1.24 2.78  -0.106
C 1.85 1.65 3.12  -0.082
C 0.75 1.19 2.41  -0.134
C 0.89 0.29 1.35  -0.195
H 1.93 -4.18 -5.06  0.095
H -0.31 -3.41 -4.30  0.093
H -0.51 -2.01 -2.30  0.009
H 3.70 -2.16 -1.71  0.097
H 3.94 -3.56 -3.75  0.093
H 4.29 0.06 1.39  0.105
H 4.00 1.61 3.33  0.092
H 1.70 2.35 3.94  0.100
H -0.22 1.59 2.65  0.074
O -1.18 3.21 1.11  0.048
C -0.80 2.87 0.00  -0.430
N -0.63 1.60 -0.46  0.016
C -0.15 1.62 -1.76  -0.444
O 0.15 0.64 -2.40  0.053
C -0.04 3.06 -2.21  -0.086
C 0.32 3.63 -3.40  -0.007
C 0.25 5.02 -3.50  -0.085
C -0.14 5.79 -2.41  -0.086
C -0.48 5.19 -1.20  -0.013
C -0.43 3.82 -1.12  -0.087
H 0.63 3.01 -4.24  0.117
H 0.51 5.50 -4.43  0.096
H -0.19 6.87 -2.51  0.095
H -0.78 5.78 -0.34  0.114
N -2.80 -2.70 3.70  -0.032
C -2.31 -1.44 4.24  -0.268
C -1.32 -0.80 3.28  -0.290
N -1.89 -0.29 2.02  -0.040
H -3.42 -3.17 4.35  0.076
H -2.03 -3.33 3.50  0.061
H -3.71 -3.08 1.90  -0.283
H -1.81 -1.55 5.21  0.106
H -3.17 -0.78 4.39  0.114
H -0.56 -1.54 3.03  0.051
H -0.82 0.02 3.79  0.095
H -2.26 0.65 2.13  0.099
H -2.64 -0.89 1.69  0.015

Properties
maximum force	0.0486	hartree/bohr
energy above the lowest of the compared OMol25 structures with the same formula, charge and spin	0.0	kcal per mole
charge	-1
E_tot	-141909.24578	eV
E_HOMO	-4.827	eV

***

[5]
The following is a quantum chemistry calculation of a structure of composition C22H22Cl2IrN2O3, from the OMol25 dataset.

Last column: Löwdin charge in e.
Positions of all 52 atoms, in Å:
Ir 0.00 0.17 0.22  1.403
Cl -6.37 -3.03 -2.16  0.872
C -5.13 -2.06 -1.57  -0.610
C -5.42 -0.99 -0.72  -0.073
C -4.41 -0.20 -0.24  -0.528
Cl -4.74 1.09 0.79  0.886
C -3.01 -0.45 -0.60  -0.305
O -2.11 0.29 -0.16  -0.113
C -2.76 -1.57 -1.49  -0.096
C -1.42 -1.84 -1.95  -0.097
O -0.43 -1.22 -1.57  -0.068
C -3.80 -2.33 -1.96  0.018
H -6.45 -0.79 -0.44  0.132
H -1.30 -2.63 -2.70  0.163
H -3.61 -3.16 -2.64  0.140
O 1.67 -0.77 -0.28  -0.198
C 2.90 -0.02 -0.36  -0.071
C 2.74 1.15 0.53  -0.230
C 3.82 1.89 0.96  0.026
C 3.62 3.01 1.75  0.010
C 2.32 3.34 2.10  0.008
C 1.28 2.54 1.67  -0.052
N 1.48 1.46 0.90  -0.028
H 1.48 -1.28 -1.09  0.123
H 3.06 0.31 -1.39  0.158
H 3.73 -0.65 -0.05  0.156
H 4.82 1.59 0.66  0.141
H 4.46 3.60 2.09  0.135
H 2.10 4.21 2.71  0.132
H 0.26 2.77 1.93  0.107
C -0.69 -3.41 3.87  -0.082
N 0.15 -2.91 2.78  -0.246
C -0.49 -3.05 1.50  -0.110
C 0.74 -1.59 3.03  -0.150
C -0.25 -0.43 3.17  -0.201
C -0.82 -0.21 4.43  -0.020
C -1.76 0.79 4.63  -0.045
C -2.13 1.59 3.57  -0.061
C -1.55 1.40 2.32  -0.173
C -0.65 0.38 2.14  -0.250
H -0.94 -4.45 3.67  0.092
H -1.62 -2.85 3.98  0.087
H -0.14 -3.37 4.81  0.094
H -0.75 -4.10 1.34  0.097
H 0.20 -2.76 0.71  0.059
H -1.43 -2.45 1.41  0.083
H 1.45 -1.40 2.22  0.098
H 1.31 -1.66 3.95  0.130
H -0.50 -0.82 5.27  0.123
H -2.17 0.95 5.62  0.120
H -2.85 2.39 3.71  0.118
H -1.83 2.05 1.50  0.097

Properties
maximum force	0.0193	hartree/bohr
charge	+2
spin multiplicity	2
E_tot	-60159.20898	eV
E_HOMO (alpha / beta)	-13.378 / -13.377	eV

***

[6]
The following is a quantum chemistry calculation of a cluster of 6 separate species, C22H22Cl6N4 in total, from the OMol25 dataset.

Last column: Löwdin charge in e.
Positions of all 54 atoms, in Å:
Cl 26.16 11.67 -8.92  0.552
C 27.20 12.97 -9.48  -1.483
Cl 27.03 13.26 -11.29  0.481
Cl 28.89 12.55 -9.18  0.524
H 26.98 13.92 -8.98  0.017
Cl 17.58 8.09 -6.10  0.488
C 18.32 7.93 -7.74  -1.500
Cl 17.21 7.08 -8.91  0.476
Cl 19.85 7.12 -7.57  0.557
H 18.48 8.93 -8.15  -0.009
C 23.06 11.40 -12.76  -0.055
C 21.64 11.38 -12.75  -0.047
C 20.98 12.58 -13.10  -0.163
N 21.56 13.69 -13.48  0.045
C 22.89 13.72 -13.49  -0.163
C 23.67 12.61 -13.17  -0.080
H 23.69 10.53 -12.66  0.097
H 21.14 10.45 -12.54  0.075
H 19.90 12.60 -13.20  0.098
H 23.34 14.65 -13.77  0.099
H 24.75 12.68 -13.13  0.058
C 16.24 9.47 -14.49  -0.057
C 17.20 8.58 -15.09  -0.063
C 18.32 8.17 -14.35  -0.140
N 18.55 8.65 -13.09  0.047
C 17.67 9.53 -12.54  -0.146
C 16.48 9.88 -13.17  -0.083
H 15.33 9.82 -14.96  0.095
H 17.08 8.29 -16.12  0.089
H 19.11 7.61 -14.84  0.095
H 17.87 9.99 -11.58  0.091
H 15.78 10.57 -12.73  0.096
C 23.52 13.89 -7.47  -0.101
C 22.25 14.19 -7.87  -0.109
C 21.23 14.30 -6.97  -0.152
N 21.45 14.06 -5.67  0.050
C 22.70 13.78 -5.19  -0.119
C 23.76 13.67 -6.10  -0.066
H 24.37 13.80 -8.13  0.067
H 22.10 14.25 -8.94  0.107
H 20.24 14.53 -7.33  0.105
H 22.77 13.52 -4.15  0.098
H 24.77 13.45 -5.77  0.093
C 23.09 9.31 -9.50  -0.070
C 22.61 10.50 -8.87  -0.048
C 21.27 10.80 -9.01  -0.137
N 20.38 10.02 -9.68  0.068
C 20.92 8.89 -10.22  -0.214
C 22.20 8.45 -10.09  -0.105
H 24.12 8.98 -9.54  0.098
H 23.37 11.11 -8.39  0.052
H 20.84 11.75 -8.72  0.090
H 20.20 8.22 -10.67  0.090
H 22.60 7.62 -10.65  0.112

Properties
maximum force	0.0533	hartree/bohr
energy above the lowest of the compared OMol25 structures with the same formula, charge and spin	20.9	kcal per mole
E_tot	-104263.85978	eV
E_HOMO	-9.478	eV

***

Copy entry 5 word for word.
The following is a quantum chemistry calculation of a structure of composition C22H22Cl2IrN2O3, from the OMol25 dataset.

Last column: Löwdin charge in e.
Positions of all 52 atoms, in Å:
Ir 0.00 0.17 0.22  1.403
Cl -6.37 -3.03 -2.16  0.872
C -5.13 -2.06 -1.57  -0.610
C -5.42 -0.99 -0.72  -0.073
C -4.41 -0.20 -0.24  -0.528
Cl -4.74 1.09 0.79  0.886
C -3.01 -0.45 -0.60  -0.305
O -2.11 0.29 -0.16  -0.113
C -2.76 -1.57 -1.49  -0.096
C -1.42 -1.84 -1.95  -0.097
O -0.43 -1.22 -1.57  -0.068
C -3.80 -2.33 -1.96  0.018
H -6.45 -0.79 -0.44  0.132
H -1.30 -2.63 -2.70  0.163
H -3.61 -3.16 -2.64  0.140
O 1.67 -0.77 -0.28  -0.198
C 2.90 -0.02 -0.36  -0.071
C 2.74 1.15 0.53  -0.230
C 3.82 1.89 0.96  0.026
C 3.62 3.01 1.75  0.010
C 2.32 3.34 2.10  0.008
C 1.28 2.54 1.67  -0.052
N 1.48 1.46 0.90  -0.028
H 1.48 -1.28 -1.09  0.123
H 3.06 0.31 -1.39  0.158
H 3.73 -0.65 -0.05  0.156
H 4.82 1.59 0.66  0.141
H 4.46 3.60 2.09  0.135
H 2.10 4.21 2.71  0.132
H 0.26 2.77 1.93  0.107
C -0.69 -3.41 3.87  -0.082
N 0.15 -2.91 2.78  -0.246
C -0.49 -3.05 1.50  -0.110
C 0.74 -1.59 3.03  -0.150
C -0.25 -0.43 3.17  -0.201
C -0.82 -0.21 4.43  -0.020
C -1.76 0.79 4.63  -0.045
C -2.13 1.59 3.57  -0.061
C -1.55 1.40 2.32  -0.173
C -0.65 0.38 2.14  -0.250
H -0.94 -4.45 3.67  0.092
H -1.62 -2.85 3.98  0.087
H -0.14 -3.37 4.81  0.094
H -0.75 -4.10 1.34  0.097
H 0.20 -2.76 0.71  0.059
H -1.43 -2.45 1.41  0.083
H 1.45 -1.40 2.22  0.098
H 1.31 -1.66 3.95  0.130
H -0.50 -0.82 5.27  0.123
H -2.17 0.95 5.62  0.120
H -2.85 2.39 3.71  0.118
H -1.83 2.05 1.50  0.097

Properties
maximum force	0.0193	hartree/bohr
charge	+2
spin multiplicity	2
E_tot	-60159.20898	eV
E_HOMO (alpha / beta)	-13.378 / -13.377	eV

***

Number 4 is which compound?
C22H22AsN5O2RhS4

***

Look up the E_tot of the sixth one.
-104263.85978 eV